This record from the OMol25 dataset describes a 9-piece molecular cluster, C42H49F8N2O29P overall. The level of theory is the ωB97M-V functional and the def2-TZVPD basis.

Geometry (Å):
C -8.95 -0.98 5.15
C -7.98 -1.45 6.26
C -7.18 -2.71 5.83
C -5.66 -2.48 5.99
C -4.91 -3.81 5.93
C -3.42 -3.63 6.22
C -2.66 -2.96 5.09
N -3.29 -2.73 3.97
C -2.55 -2.13 2.99
C -3.16 -1.83 1.76
C -2.47 -1.21 0.75
C -1.11 -0.87 0.92
C -0.33 -0.16 -0.16
C -0.98 1.20 -0.39
O -0.10 2.03 -1.16
C -0.50 3.29 -1.43
C -1.83 3.81 -0.97
O 0.23 3.97 -2.08
C -0.49 -1.16 2.11
C -1.20 -1.79 3.16
N -0.56 -2.04 4.34
C -1.28 -2.60 5.28
P -0.41 -2.95 6.84
O -0.42 -4.37 7.15
O -1.11 -2.03 7.96
O 1.05 -2.38 6.65
H -8.57 -0.07 4.68
H -9.09 -1.73 4.38
H -9.93 -0.80 5.59
H -7.25 -0.65 6.42
H -8.52 -1.67 7.17
H -7.46 -3.56 6.45
H -7.38 -2.95 4.79
H -5.51 -2.01 6.95
H -5.36 -1.83 5.17
H -5.31 -4.44 6.72
H -5.04 -4.30 4.96
H -3.30 -3.05 7.13
H -2.96 -4.61 6.36
H -4.20 -2.08 1.60
H -2.97 -0.97 -0.18
H 0.67 0.04 0.22
H -0.29 -0.75 -1.07
H -1.96 1.07 -0.85
H -1.15 1.65 0.59
H -2.61 3.53 -1.67
H -2.12 3.49 0.03
H -1.74 4.89 -0.95
H 0.54 -0.90 2.28
H -1.34 -1.18 7.56
H 1.06 -1.45 6.38
C -0.88 -6.69 5.01
C -1.84 -6.42 3.87
O -2.18 -7.72 3.43
C -2.05 -8.55 4.51
O -2.50 -9.65 4.56
O -1.37 -7.95 5.50
F -1.25 -5.74 2.86
H 0.14 -6.81 4.65
H -0.91 -5.93 5.78
H -2.75 -5.89 4.17
C 3.42 3.57 -3.54
C 3.72 4.85 -2.80
O 4.70 5.46 -3.64
C 4.47 5.03 -4.90
O 4.93 5.53 -5.88
O 3.65 3.96 -4.91
F 4.26 4.62 -1.58
H 4.12 2.77 -3.28
H 2.41 3.22 -3.39
H 2.86 5.52 -2.69
C 3.19 7.22 -7.89
C 4.15 8.32 -8.24
O 3.30 9.32 -8.77
C 2.08 9.16 -8.17
O 1.22 9.97 -8.19
O 2.01 7.96 -7.56
F 5.04 7.94 -9.20
H 2.99 6.57 -8.74
H 3.53 6.62 -7.05
H 4.70 8.73 -7.38
C 6.39 1.05 -4.72
C 7.34 -0.10 -4.46
O 7.06 -0.42 -3.11
C 5.76 -0.08 -2.87
O 5.13 -0.44 -1.93
O 5.29 0.72 -3.85
F 8.63 0.27 -4.57
H 6.82 2.01 -4.43
H 6.06 1.11 -5.76
H 7.17 -0.98 -5.09
C 6.48 10.77 -10.07
C 6.80 11.57 -8.84
O 8.12 12.02 -9.10
C 8.24 12.12 -10.46
O 9.11 12.70 -11.02
O 7.23 11.46 -11.08
F 6.82 10.79 -7.72
H 6.83 9.74 -10.00
H 5.42 10.77 -10.31
H 6.15 12.42 -8.66
C -1.59 -12.70 5.77
C -0.44 -13.40 5.08
O 0.50 -13.55 6.14
C -0.21 -13.62 7.30
O 0.22 -14.00 8.33
O -1.49 -13.21 7.10
F 0.11 -12.64 4.10
H -1.46 -11.62 5.78
H -2.56 -12.94 5.33
H -0.68 -14.38 4.67
C 9.59 6.50 -4.86
C 8.80 6.63 -6.14
O 8.33 5.31 -6.34
C 8.22 4.74 -5.11
O 7.62 3.74 -4.89
O 8.88 5.45 -4.18
F 9.58 6.99 -7.18
H 10.62 6.18 -5.05
H 9.61 7.40 -4.26
H 7.95 7.31 -6.08
C -11.55 -5.14 2.21
C -11.39 -4.57 3.60
O -10.20 -3.81 3.48
C -10.11 -3.41 2.18
O -9.38 -2.56 1.79
O -10.96 -4.12 1.40
F -11.21 -5.54 4.53
H -10.99 -6.07 2.09
H -12.59 -5.30 1.93
H -12.21 -3.91 3.92

Output
* Kohn-Sham gap: 8.7279 eV
* highest occupied orbital energy: -9.77 eV
* spin multiplicity: 1
* E_LUMO: -1.04 eV

---

This record from the OMol25 dataset describes C42H49FN2OPSiTi as an isolated structure. The level of theory is the ωB97M-V functional and the def2-TZVPD basis.

Geometry (Å):
Ti 0.18 -1.10 0.61
C -2.35 1.40 -3.34
C -1.56 0.26 -2.80
C -2.16 -0.71 -1.99
C -1.48 -1.86 -1.61
C -2.25 -3.08 -1.18
C -0.12 -2.01 -1.99
C 0.47 -1.09 -2.87
C 1.75 -1.39 -3.60
C -0.24 0.05 -3.22
H -2.77 1.09 -4.29
H -1.73 2.27 -3.53
H -3.17 1.67 -2.68
H -3.22 -0.62 -1.79
H -2.74 -3.47 -2.06
H -3.03 -2.86 -0.45
H -1.60 -3.87 -0.81
H 0.28 -3.03 -1.95
H 1.54 -1.36 -4.67
H 2.14 -2.38 -3.37
H 2.52 -0.63 -3.42
H 0.19 0.75 -3.92
C -4.39 -1.71 1.26
Si -2.70 -1.72 2.15
C -2.93 -1.22 3.97
C -1.71 -3.36 2.08
N -1.54 -0.69 1.18
C -1.92 0.59 0.82
C -3.06 1.28 1.27
C -3.33 2.56 0.84
C -2.49 3.23 -0.04
C -1.35 2.60 -0.51
C -1.12 1.32 -0.07
F 0.10 0.65 -0.48
H -4.75 -2.71 1.05
H -4.39 -1.14 0.33
H -5.14 -1.26 1.91
H -3.54 -1.98 4.45
H -3.46 -0.27 4.09
H -2.00 -1.16 4.54
H -2.35 -4.19 1.77
H -1.32 -3.63 3.05
H -0.88 -3.30 1.36
H -3.72 0.80 1.97
H -4.23 3.04 1.19
H -2.72 4.24 -0.35
H -0.67 3.07 -1.19
C 3.41 -4.80 -0.72
C 3.05 -3.73 0.32
C 1.79 -4.17 1.08
C 2.83 -2.38 -0.40
C 4.16 -1.79 -0.88
O 4.41 -0.77 0.07
C 3.34 -0.56 0.79
N 2.30 -1.33 0.52
C 3.54 0.46 1.82
C 4.87 0.88 2.03
C 5.17 1.81 3.00
C 4.17 2.35 3.78
C 2.86 1.94 3.60
C 2.53 1.00 2.63
P 0.76 0.60 2.44
C 0.16 2.31 2.40
C -0.88 2.83 3.17
C -1.13 4.20 3.15
C -0.37 5.04 2.35
C 0.62 4.52 1.53
C 0.88 3.16 1.55
C 0.44 -0.27 4.02
C 0.58 -1.65 3.93
C 0.48 -2.45 5.06
C 0.22 -1.85 6.29
C 0.06 -0.48 6.38
C 0.18 0.32 5.25
H 3.68 -5.72 -0.21
H 4.26 -4.50 -1.33
H 2.57 -5.01 -1.37
H 3.87 -3.62 1.03
H 0.89 -3.92 0.50
H 1.76 -3.70 2.07
H 1.80 -5.24 1.23
H 2.15 -2.53 -1.23
H 4.11 -1.34 -1.87
H 5.00 -2.49 -0.85
H 5.66 0.45 1.43
H 6.20 2.13 3.13
H 4.41 3.08 4.54
H 2.08 2.38 4.21
H -1.47 2.19 3.80
H -1.91 4.61 3.77
H -0.55 6.11 2.37
H 1.20 5.17 0.89
H 1.67 2.76 0.92
H 0.80 -2.09 2.94
H 0.59 -3.52 5.00
H 0.14 -2.47 7.17
H -0.14 -0.02 7.33
H 0.07 1.39 5.35

Output
* charge: +3
* Kohn-Sham gap (spin up / spin down): 6.0779 / 6.0768 eV
* highest occupied orbital energy (spin up / spin down): -16.61 / -16.61 eV
* spin multiplicity: 1
* E_LUMO (spin up / spin down): -10.53 / -10.54 eV

---

This record from the OMol25 dataset describes C42H49N3O5PSSiTi as an isolated structure. The level of theory is the ωB97M-V functional and the def2-TZVPD basis.

Geometry (Å):
Ti -0.11 0.28 -1.25
N -3.24 2.58 -3.12
C -2.67 3.71 -2.54
C -3.06 5.05 -2.55
C -2.22 5.93 -1.90
C -1.04 5.49 -1.26
C -0.67 4.16 -1.25
C -1.50 3.26 -1.91
N -1.39 1.89 -2.12
C -2.43 1.54 -2.83
C -2.54 0.17 -3.29
C -3.50 -0.49 -3.99
S -2.98 -2.09 -4.31
C -1.53 -1.78 -3.48
N -1.42 -0.58 -3.00
H -4.07 2.55 -3.69
H -3.96 5.38 -3.04
H -2.47 6.98 -1.88
H -0.41 6.22 -0.77
H 0.23 3.83 -0.76
H -4.46 -0.13 -4.33
H -0.77 -2.54 -3.36
C 3.23 -4.57 -1.96
C 2.45 -3.31 -2.35
C 3.45 -2.20 -2.70
C 1.58 -3.62 -3.58
Si 1.39 -2.71 -0.93
O 0.66 -1.29 -1.46
C 0.00 -3.88 -0.47
C 0.26 -5.18 -0.02
C -0.76 -6.05 0.32
C -2.09 -5.65 0.21
C -2.37 -4.36 -0.23
C -1.34 -3.49 -0.56
C 2.45 -2.28 0.54
C 3.05 -1.02 0.62
C 3.86 -0.67 1.69
C 4.11 -1.59 2.70
C 3.53 -2.85 2.64
C 2.71 -3.19 1.57
H 3.93 -4.83 -2.76
H 2.58 -5.44 -1.82
H 3.81 -4.43 -1.05
H 4.04 -2.50 -3.57
H 4.14 -2.01 -1.88
H 2.95 -1.26 -2.95
H 2.19 -4.10 -4.36
H 1.18 -2.70 -4.02
H 0.75 -4.30 -3.35
H 1.28 -5.53 0.08
H -0.53 -7.05 0.67
H -2.89 -6.33 0.47
H -3.40 -4.03 -0.30
H -1.60 -2.48 -0.85
H 2.87 -0.28 -0.16
H 4.31 0.32 1.73
H 4.75 -1.33 3.53
H 3.73 -3.58 3.42
H 2.26 -4.17 1.55
C 1.38 1.42 -1.96
C 2.16 2.17 -1.39
C 3.05 3.02 -0.66
C 4.15 3.62 -1.27
C 4.99 4.44 -0.53
C 4.73 4.67 0.81
C 3.63 4.08 1.42
C 2.79 3.26 0.69
H 4.35 3.43 -2.32
H 5.84 4.90 -1.00
H 5.38 5.31 1.39
H 3.43 4.26 2.47
H 1.93 2.78 1.16
C -1.65 -1.10 4.46
C -1.65 -1.25 2.95
C -0.44 -1.99 2.45
C -2.95 -1.83 2.44
O -1.56 0.16 2.47
P -1.30 0.74 1.06
O 0.19 0.67 0.60
O -1.98 0.06 -0.11
O -1.65 2.26 1.17
C -2.49 3.02 2.13
C -3.84 2.35 2.28
C -1.75 3.15 3.45
C -2.63 4.37 1.46
H -1.77 -2.09 4.92
H -2.48 -0.48 4.79
H -0.72 -0.67 4.81
H -0.46 -3.02 2.80
H 0.49 -1.52 2.79
H -0.42 -2.02 1.36
H -3.04 -2.87 2.78
H -2.98 -1.83 1.35
H -3.80 -1.27 2.82
H -3.79 1.46 2.90
H -4.23 2.07 1.29
H -4.54 3.04 2.73
H -1.60 2.18 3.92
H -2.33 3.77 4.13
H -0.78 3.63 3.29
H -3.13 4.28 0.49
H -1.65 4.82 1.29
H -3.21 5.04 2.09

Output
* charge: +1
* Kohn-Sham gap: 7.8187 eV
* highest occupied orbital energy: -10.78 eV
* spin multiplicity: 1
* E_LUMO: -2.96 eV

---

This record from the OMol25 dataset describes a 7-piece molecular cluster, C42H49O3S overall. The level of theory is the ωB97M-V functional and the def2-TZVPD basis.

Geometry (Å):
O 3.43 2.85 -0.04
C 2.73 1.92 -0.05
O 2.38 1.30 1.09
C 2.22 1.35 -1.33
C 0.72 1.44 -1.48
C 0.17 2.84 -1.15
S -0.47 3.00 0.55
C -2.25 2.78 0.54
C -2.72 1.44 -0.05
O -1.83 0.37 0.16
H 2.98 1.68 1.76
H 2.48 0.30 -1.39
H 2.78 1.82 -2.13
H 0.25 0.71 -0.84
H 0.46 1.22 -2.51
H -0.68 3.04 -1.79
H 0.88 3.63 -1.32
H 0.02 1.93 1.22
H -2.76 3.59 0.04
H -2.55 2.83 1.58
H -3.66 1.20 0.44
H -2.97 1.54 -1.10
H -1.92 0.12 1.09
C -2.85 -2.70 -0.01
C -4.06 -3.38 -0.11
C -4.17 -4.67 0.38
C -3.08 -5.28 0.98
C -1.87 -4.60 1.08
C -1.76 -3.31 0.59
H -2.77 -1.69 -0.39
H -4.91 -2.90 -0.57
H -5.11 -5.20 0.29
H -3.16 -6.29 1.36
H -1.02 -5.08 1.55
H -0.81 -2.79 0.66
C -9.15 -2.42 -1.45
C -8.47 -3.60 -1.75
C -7.98 -4.39 -0.72
C -8.18 -4.02 0.60
C -8.86 -2.84 0.90
C -9.34 -2.05 -0.13
H -9.53 -1.80 -2.26
H -8.32 -3.89 -2.78
H -7.45 -5.31 -0.95
H -7.81 -4.64 1.41
H -9.02 -2.55 1.93
H -9.87 -1.13 0.09
C 2.61 3.44 -5.15
C 2.97 2.97 -6.41
C 4.31 2.83 -6.73
C 5.29 3.14 -5.79
C 4.93 3.60 -4.54
C 3.59 3.76 -4.22
H 1.56 3.56 -4.90
H 2.21 2.73 -7.13
H 4.60 2.47 -7.71
H 6.34 3.02 -6.05
H 5.69 3.84 -3.81
H 3.31 4.13 -3.24
C -6.47 -0.46 -5.72
C -5.79 -1.63 -6.01
C -5.30 -2.42 -4.98
C -5.50 -2.05 -3.66
C -6.18 -0.88 -3.37
C -6.67 -0.08 -4.40
H -6.85 0.17 -6.52
H -5.64 -1.92 -7.04
H -4.76 -3.34 -5.21
H -5.12 -2.67 -2.86
H -6.34 -0.59 -2.34
H -7.20 0.84 -4.17
C 6.43 -0.16 3.60
C 5.31 -0.10 2.79
C 4.18 -0.85 3.11
C 4.18 -1.65 4.24
C 5.31 -1.71 5.05
C 6.44 -0.96 4.73
H 7.31 0.42 3.34
H 5.31 0.53 1.90
H 3.30 -0.81 2.48
H 3.30 -2.23 4.50
H 5.31 -2.33 5.94
H 7.32 -1.01 5.35
C 9.51 3.25 6.42
C 8.38 3.31 5.61
C 7.25 2.56 5.93
C 7.25 1.76 7.07
C 8.38 1.70 7.88
C 9.51 2.45 7.55
H 10.38 3.83 6.17
H 8.38 3.94 4.73
H 6.38 2.60 5.30
H 6.38 1.18 7.32
H 8.38 1.08 8.76
H 10.39 2.40 8.18

Output
* charge: +1
* Kohn-Sham gap: 7.6568 eV
* highest occupied orbital energy: -10.67 eV
* spin multiplicity: 1
* E_LUMO: -3.01 eV

---

We obtain total energy values of -137739.5257; -92353.1998; -110178.4873; -61319.1337 eV for the records listed above, in that order.